<P>
Computed, not measured: 2 unconnected molecules or ions with the total composition C6H15NS, with ωB97M-V with the def2-TZVPD basis set.

```
23
Properties=species:S:1:pos:R:3:mulliken_charge:R:1
C 0.25 -0.39 -1.47 -0.425
C 1.45 -0.84 -0.56 -0.397
S 2.14 0.36 0.64 -0.179
N -1.01 -0.76 -0.97 -0.363
C -1.86 0.17 -0.37 -0.602
C -1.65 0.61 1.17 0.395
C -0.66 1.82 1.20 -1.131
C -0.99 -0.60 1.82 -0.857
H 0.41 0.68 -1.64 0.345
H 0.41 -0.86 -2.48 0.397
H 2.19 -1.09 -1.37 0.050
H 1.33 -1.81 -0.05 0.431
H 4.53 -1.19 -3.05 0.125
H 4.20 -1.52 -2.46 -0.137
H -2.97 -0.02 -0.59 0.351
H -1.60 1.22 -0.91 0.312
H -2.60 0.91 1.62 0.445
H 0.14 1.46 0.51 -0.022
H -0.14 1.95 2.13 0.372
H -1.14 2.74 0.91 0.325
H -1.68 -1.41 2.14 0.307
H -0.33 -1.02 1.06 -0.048
H -0.41 -0.40 2.73 0.304
```

Results
total charge	0
LUMO energy	-3.0	eV
Kohn-Sham gap	0.179	hartree



<Q>
Computed, not measured: 2 unconnected molecules or ions with the total composition C6H15NS, with ωB97M-V with the def2-TZVPD basis set.

```
23
Properties=species:S:1:pos:R:3:mulliken_charge:R:1
C -0.91 1.46 0.40 -0.120
C -2.12 0.62 0.54 -0.714
S -1.87 -1.10 -0.05 -0.310
C 0.51 1.04 0.89 -0.386
N 1.33 0.77 -0.33 -0.105
C 0.89 -0.44 -1.07 -0.473
C 1.14 -1.78 -0.36 -1.040
C 2.70 0.55 0.11 -1.058
H -0.67 1.38 -0.79 -0.695
H -0.93 2.58 0.62 0.359
H -3.08 1.02 0.20 0.386
H -2.46 0.50 1.56 0.407
H -0.94 1.30 -1.70 0.581
H 0.53 0.32 1.77 0.281
H 0.88 2.01 1.29 0.442
H 1.52 -0.51 -1.96 0.428
H -0.20 -0.37 -1.28 0.103
H 0.36 -2.48 -0.74 0.343
H 0.94 -1.68 0.78 0.187
H 2.06 -2.37 -0.56 0.325
H 2.78 0.05 1.10 0.339
H 3.27 1.52 0.31 0.301
H 3.30 0.27 -0.68 0.418
```

Results
total charge	0
LUMO energy	-2.3	eV
Kohn-Sham gap	0.198	hartree



Result of the stability comparison: <Q> is the least stable of them.



<P>
Computed, not measured: a molecular structure, C3H6N2OS, with ωB97M-V with the def2-TZVPD basis set.

```
13
Properties=species:S:1:pos:R:3:mulliken_charge:R:1
C 1.11 -1.07 0.97 -0.612
C 0.76 1.16 -0.39 -0.051
C -1.95 -0.46 0.13 0.004
H 0.10 -1.62 0.91 0.233
H 1.20 -0.51 2.01 0.271
H 1.80 -2.01 0.69 0.257
H 1.05 2.02 -0.98 0.371
H -1.45 0.82 1.95 0.319
H -2.54 -1.01 0.89 0.368
N -0.37 1.58 0.21 -0.644
N -1.19 0.58 0.73 0.034
O -1.98 -0.82 -1.13 -0.565
S 1.69 -0.25 -0.45 0.016
```

Results
total charge	0
LUMO energy	0.2	eV
Kohn-Sham gap	0.332	hartree



<Q>
Computed, not measured: a single C3H6N2OS molecule, with ωB97M-V with the def2-TZVPD basis set.

```
13
Properties=species:S:1:pos:R:3:mulliken_charge:R:1
C 0.06 2.26 0.22 -0.775
C -0.69 1.25 -0.25 -0.153
C -0.49 -0.14 0.18 0.456
N -1.42 -1.07 0.16 -0.529
O -2.64 -0.53 -0.24 -0.366
N 0.73 -0.55 0.69 -0.301
S 2.08 -0.56 -0.35 -0.135
H 0.78 2.16 0.97 0.351
H -0.10 3.25 -0.24 0.232
H -1.41 1.46 -0.99 0.372
H -3.23 -1.32 -0.25 0.362
H 0.51 -1.46 1.07 0.355
H 2.87 0.33 0.24 0.129
```

Results
SMILES	C=C/C(=N\O)NS
total charge	0
LUMO energy	0.7	eV
Kohn-Sham gap	0.346	hartree



<R>
Computed, not measured: a single C3H6N2OS molecule, with ωB97M-V with the def2-TZVPD basis set.

```
13
Properties=species:S:1:pos:R:3:mulliken_charge:R:1
C 2.28 -0.25 0.00 -0.829
N 1.19 -1.13 -0.18 -0.456
C 0.07 -0.68 -0.03 0.606
N -0.21 0.61 0.15 -0.304
O -1.52 0.92 -0.52 -0.313
C -2.41 0.05 0.21 -0.204
S -1.58 -1.54 -0.13 -0.156
H 2.43 0.47 1.08 0.232
H 2.36 0.46 -0.91 0.290
H 3.22 -0.92 -0.21 0.285
H 0.39 1.41 -0.34 0.322
H -2.69 0.53 1.12 0.271
H -3.53 0.07 -0.22 0.256
```

Results
SMILES	C/N=C1\NOCS1
total charge	0
LUMO energy	0.7	eV
Kohn-Sham gap	0.357	hartree



<S>
Computed, not measured: a single C3H6N2OS molecule, with ωB97M-V with the def2-TZVPD basis set.

```
13
Properties=species:S:1:pos:R:3:mulliken_charge:R:1
C 1.83 0.35 -1.74 -0.904
S 1.07 0.37 -0.12 0.039
C -0.20 -0.74 -0.44 -0.032
N -1.38 -0.84 0.01 -0.515
N -1.76 0.06 1.01 -0.022
C -1.09 0.28 2.23 0.138
O 0.01 -0.15 2.43 -0.534
H 2.70 0.98 -1.68 0.315
H 2.11 -0.65 -2.05 0.303
H 1.12 0.85 -2.43 0.305
H 0.09 -1.56 -1.11 0.326
H -2.75 0.10 1.02 0.255
H -1.76 0.94 2.86 0.325
```

Results
SMILES	CS/C=N\NC=O
total charge	0
LUMO energy	0.8	eV
Kohn-Sham gap	0.351	hartree



Result of the stability comparison: <R> is the least stable of them.



<P>
Computed, not measured: 2 unconnected molecules or ions with the total composition C3H6N2OS, with ωB97M-V with the def2-TZVPD basis set.

```
13
Properties=species:S:1:pos:R:3:mulliken_charge:R:1
C 3.06 -1.12 -0.64 0.300
C -0.70 -1.30 0.02 -0.955
C 1.22 0.75 -0.27 0.408
N 3.59 -1.90 -0.04 -0.362
N 0.51 1.89 -0.71 -0.531
O 1.73 0.93 1.00 -0.526
S 2.21 0.01 -1.57 -0.105
H -0.68 -1.08 1.04 0.312
H -1.18 -0.69 -0.70 0.276
H -0.86 -2.35 -0.07 0.355
H 0.45 2.51 0.13 0.243
H -0.15 1.57 -1.37 0.272
H 2.51 0.54 1.31 0.313
```

Results
total charge	0
LUMO energy (spin up / spin down)	0.2 / 0.3	eV
Kohn-Sham gap (spin up / spin down)	0.268 / 0.335	hartree



<Q>
Computed, not measured: a molecular structure, C3H6N2OS, with ωB97M-V with the def2-TZVPD basis set.

```
13
Properties=species:S:1:pos:R:3:mulliken_charge:R:1
C 0.78 -0.21 -0.05 0.530
C -0.33 0.60 0.10 -0.455
C -1.69 0.21 0.00 0.551
H -0.51 -1.72 0.30 0.122
H 1.41 -2.24 0.34 0.241
H 2.02 1.33 0.09 0.249
H 2.64 -0.24 -0.67 0.243
H -0.03 1.72 -0.49 0.079
H -1.90 1.97 0.67 0.392
N 0.62 -1.66 -0.03 -0.488
N 2.05 0.23 -0.07 -0.492
O -2.54 1.16 -0.12 -0.467
S -2.53 -1.15 -0.09 -0.504
```

Results
total charge	0
LUMO energy	0.2	eV
Kohn-Sham gap	0.310	hartree



Result of the stability comparison: <P> is the least stable of them.



<P>
Computed, not measured: 2 unconnected molecules or ions with the total composition CH7N3, with ωB97M-V with the def2-TZVPD basis set.

```
11
Properties=species:S:1:pos:R:3:mulliken_charge:R:1
H 1.42 0.31 -0.36 0.245
N 0.83 1.13 -0.50 -0.624
C 0.00 1.24 0.49 -0.047
N 0.06 0.48 1.62 -0.435
H -0.63 2.13 0.59 0.319
H 0.39 -0.47 1.48 0.266
H -0.77 0.50 2.20 0.238
N -0.51 -1.48 -1.22 -0.723
H 0.42 -1.87 -1.08 0.222
H -0.64 -1.52 -2.24 0.228
H -0.59 -0.44 -0.99 0.311
```

Results
SMILES	[H]/N=C\N.N
total charge	0
LUMO energy	1.0	eV
Kohn-Sham gap	0.381	hartree



<Q>
Computed, not measured: 2 unconnected molecules or ions with the total composition CH7N3, with ωB97M-V with the def2-TZVPD basis set.

```
11
Properties=species:S:1:pos:R:3:mulliken_charge:R:1
H -0.67 0.21 -2.30 0.239
N -0.87 -0.01 -1.25 -0.609
C -0.09 0.93 -0.81 0.060
N 0.03 1.23 0.52 -0.422
H 0.41 1.70 -1.50 0.238
H 0.75 1.94 0.72 0.194
H -0.31 0.66 1.29 0.309
N 0.66 -1.89 1.16 -0.643
H 1.17 -1.72 1.97 0.189
H 0.62 -1.27 0.31 0.231
H -0.21 -2.40 1.41 0.214
```

Results
SMILES	[H]/N=C/N.N
total charge	0
LUMO energy	0.9	eV
Kohn-Sham gap	0.369	hartree



Result of the stability comparison: <Q> is the least stable of them.



<P>
Computed, not measured: 5 unconnected molecules or ions with the total composition C2H12O5, with ωB97M-V with the def2-TZVPD basis set.

```
19
Properties=species:S:1:pos:R:3:mulliken_charge:R:1
C -1.93 -2.48 -0.51 -0.616
C -1.90 -1.21 -0.48 0.001
O -0.86 -0.43 -0.90 -0.406
H -2.89 -2.98 -0.21 0.239
H -1.19 -3.08 -1.11 0.224
H -2.79 -0.58 -0.24 0.251
H -1.10 0.48 -1.05 0.297
O -1.22 2.37 -0.62 -0.671
H -0.77 2.51 0.24 0.359
H -0.98 3.19 -1.11 0.318
O -0.26 1.75 1.98 -0.710
H 0.58 2.22 2.01 0.336
H -0.07 0.92 1.55 0.344
O 3.11 -0.40 1.50 -0.626
H 4.03 -0.43 1.71 0.296
H 3.17 -0.11 0.57 0.354
O 2.09 -0.47 -1.19 -0.676
H 1.77 -1.30 -0.82 0.316
H 1.21 0.02 -1.34 0.371
```

Results
SMILES	C=CO.O.O.O.O
total charge	0
LUMO energy	0.4	eV
Kohn-Sham gap	0.358	hartree



<Q>
Computed, not measured: 5 unconnected molecules or ions with the total composition C2H12O5, with ωB97M-V with the def2-TZVPD basis set.

```
19
Properties=species:S:1:pos:R:3:mulliken_charge:R:1
C -2.63 0.93 1.31 -0.698
C -1.79 1.70 0.62 0.042
O -0.46 1.49 0.46 -0.456
H -3.64 1.22 1.03 0.226
H -2.44 0.04 1.88 0.274
H -2.12 2.57 0.06 0.346
H -0.05 1.43 -0.40 0.337
O 0.36 1.35 -2.58 -0.651
H -0.28 0.65 -2.40 0.301
H 0.57 1.23 -3.50 0.292
O 0.26 -1.47 -1.84 -0.586
H 0.78 -1.92 -2.50 0.284
H 0.60 -1.67 -0.98 0.305
O 2.55 -1.79 0.29 -0.650
H 3.23 -1.14 0.38 0.304
H 1.92 -1.59 0.99 0.381
O 0.72 -1.28 2.36 -0.716
H 0.30 -2.13 2.55 0.332
H 0.11 -0.76 1.83 0.334
```

Results
SMILES	C=CO.O.O.O.O
total charge	0
LUMO energy	0.5	eV
Kohn-Sham gap	0.363	hartree



Result of the stability comparison: <Q> is the least stable of them.



<P>
Computed, not measured: a single C4H7NO2S molecule, with ωB97M-V with the def2-TZVPD basis set.

```
15
Properties=species:S:1:pos:R:3:mulliken_charge:R:1
C -0.95 -0.60 -1.99 -0.738
O -0.35 -1.46 -1.03 -0.403
C 0.13 -0.85 0.13 0.046
C 1.19 0.17 -0.19 -0.190
N 1.44 1.34 0.27 -0.359
O 0.69 1.83 1.30 -0.212
C -0.03 0.89 2.07 -0.387
S -1.22 -0.07 1.11 -0.150
H -1.93 -0.17 -1.61 0.266
H -1.17 -1.21 -2.86 0.270
H -0.31 0.21 -2.27 0.359
H 0.56 -1.64 0.73 0.405
H 1.85 -0.11 -1.04 0.465
H 0.67 0.21 2.56 0.306
H -0.57 1.48 2.82 0.321
```

Results
SMILES	CO[C@H]1C=NOCS1
total charge	0
LUMO energy	0.7	eV
Kohn-Sham gap	0.365	hartree



<Q>
Computed, not measured: 2 unconnected molecules or ions with the total composition C4H7NO2S, with ωB97M-V with the def2-TZVPD basis set.

```
15
Properties=species:S:1:pos:R:3:mulliken_charge:R:1
O -1.79 1.61 -2.11 -0.514
C -2.18 1.45 -0.97 0.151
N -1.66 0.52 -0.09 -0.181
C -0.33 0.01 -0.07 0.372
C 0.16 -0.43 -1.27 -0.601
S 2.94 -1.38 0.29 -0.276
C -0.03 -0.25 1.40 -0.024
O -1.06 0.07 2.19 -0.661
H -2.99 2.01 -0.50 0.347
H -1.89 0.47 0.98 0.322
H 0.84 0.38 1.62 0.213
H 1.24 -0.68 -1.31 0.067
H -0.23 0.04 -2.16 0.336
H 3.32 -0.15 0.74 0.155
H 0.24 -1.33 1.43 0.295
```

Results
total charge	0
LUMO energy	-4.8	eV
Kohn-Sham gap	0.149	hartree



<R>
Computed, not measured: a molecular structure, C4H7NO2S, with ωB97M-V with the def2-TZVPD basis set.

```
15
Properties=species:S:1:pos:R:3:mulliken_charge:R:1
C 1.30 0.14 2.01 -1.091
C 0.20 0.18 1.07 -0.021
C 0.41 0.53 -0.37 -0.029
C -0.27 -0.19 -1.45 0.230
H 0.97 0.74 2.97 0.266
H 2.05 0.80 1.65 0.317
H 1.78 -0.94 2.74 0.247
H -0.66 -0.52 1.12 0.449
H 1.37 0.60 -0.86 0.356
H -2.10 0.78 -1.21 0.306
H -1.51 -1.70 -2.49 0.379
N -1.54 -0.18 -1.50 -0.119
O 0.37 -1.01 -2.02 -0.684
O -2.27 -1.10 -2.18 -0.418
S -0.10 1.86 0.53 -0.189
```

Results
total charge	0
LUMO energy	0.6	eV
Kohn-Sham gap	0.364	hartree



Result of the stability comparison: <Q> is the least stable of them.